C6H6O | wB97M-V/def2-TZVPD

As for the total energy: -307.253539 Ha. The value obtained for the LUMO energy is 0.95 eV. Its structure (SMILES) is C#CC(C#C)CO. The largest force on an atom is 0.078 Eh/bohr. The value obtained for the HOMO energy is -9.68 eV. The energy above the lowest of the compared OMol25 structures with the same formula, charge and spin comes out at 551.1 kJ/mol.

Each line ends with the Mulliken charge.
Element x y z (Å)
C (-0.99189, -1.94041, -0.13153)  -0.285
C (-0.51012, -0.87337, -0.44507)  -0.432
C (0.15082, 0.45766, -0.34222)  0.544
C (-0.73435, 1.47954, 0.24768)  -0.879
C (-1.41183, 2.33397, 0.75587)  0.187
C (1.34946, -0.05710, 0.50159)  -0.573
O (1.55510, -1.36268, -0.03876)  -0.592
H (-1.89418, -2.47944, 0.06730)  0.387
H (0.52726, 0.80486, -1.31244)  0.244
H (-2.00763, 3.09575, 1.21798)  0.414
H (1.08388, -0.07515, 1.57036)  0.312
H (2.22564, 0.60368, 0.37301)  0.317
H (0.66101, -1.98650, 0.14062)  0.356